Molecular formula: C5H12N2O2
Method: DFT, the ωB97M-V functional and the def2-TZVPD basis

```
21
C5H12N2O2 (the ωB97M-V functional and the def2-TZVPD basis)
O -1.54402 -0.35439 1.14031
O 1.83938 -1.04410 -1.41515
N -0.11633 1.34653 0.29903
N -0.38532 0.40629 -2.22396
C 1.33824 -1.76707 0.82435
C 1.20646 -1.75856 -0.66685
C -0.91830 0.23454 0.08139
C -1.00399 -0.29883 -1.15567
C -0.48161 2.33118 1.29568
H 1.73990 -0.81885 1.17530
H -0.40985 1.90804 2.30534
H -0.73262 0.07395 -3.11636
H 0.38005 -1.97885 1.29324
H -1.64878 -1.14436 -1.33673
H 0.57187 -2.56880 -1.06623
H -1.49109 2.73009 1.17031
H 0.23109 3.15327 1.24365
H 2.03232 -2.56501 1.09599
H -1.35288 0.15789 1.93869
H 0.11853 1.70208 -0.65538
H 0.62695 0.25495 -2.22696
```

Calculated values
charge	0
HOMO-LUMO gap	0.296	Eh
energy relative to the best compared isomer or geometry (same formula, charge and spin)	56.2	kcal/mol
HOMO	-7.3	eV

Mulliken atomic charge list, values in e, 5 entries: O -0.48; O -0.62; N -0.15; N -0.65; C -1.00

***

Molecular formula: C5H12N2O2
Method: DFT, the ωB97M-V functional and the def2-TZVPD basis

```
21
C5H12N2O2 (the ωB97M-V functional and the def2-TZVPD basis)
O 1.75164 -1.10717 1.01107
O 0.24888 -2.72187 0.47904
N -0.97327 -0.50925 1.30087
N 0.38428 -0.76391 -0.84715
C -0.10765 1.76001 0.64437
C 1.45205 -0.13003 -1.60101
C 0.59554 -1.54906 0.38475
C -1.00484 0.61269 0.23849
C -2.14892 0.85176 -0.44723
H 1.02513 0.73499 -2.11451
H 0.04313 2.44443 -0.19301
H 1.99387 -1.84572 1.59334
H -2.86352 0.06723 -0.66606
H -0.55331 2.31152 1.47506
H -1.78390 -1.11906 1.24136
H -0.39162 -0.42225 2.12902
H -2.32673 1.82252 -0.89030
H -0.30402 -1.23258 -1.42706
H 1.85817 -0.82341 -2.33972
H 2.24047 0.23132 -0.94372
H 0.86462 1.38785 0.97239
```

Calculated values
charge	0
HOMO-LUMO gap	0.316	Eh
energy relative to the best compared isomer or geometry (same formula, charge and spin)	74.8	kcal/mol
HOMO	-7.9	eV

Mulliken atomic charge list, values in e, 5 entries: O -0.46; O -0.68; N -0.48; N -0.13; C -1.42

***

Molecular formula: C5H12N2O2
Method: DFT, the ωB97M-V functional and the def2-TZVPD basis

```
21
C5H12N2O2 (the ωB97M-V functional and the def2-TZVPD basis)
O -2.85735 0.03050 -0.95124
O -2.70776 -0.31526 1.14680
N -2.28026 0.02977 0.07788
N 1.61702 -0.41126 0.82269
C -0.71534 0.33020 0.06267
C 0.12720 -0.77918 0.78281
C 0.00535 -2.09075 -0.01812
C -0.27054 0.42017 -1.44268
C -0.71062 1.68025 0.81651
H 0.68670 -2.03459 -0.92626
H -0.99598 -2.31438 -0.16850
H 1.75115 0.59010 0.99571
H -0.64274 1.50145 -1.79166
H 2.06645 -0.56300 0.01887
H -0.60809 -0.45482 -1.92218
H 0.80481 0.59453 -1.52637
H -0.02370 -1.06934 1.83818
H -1.30127 1.35866 1.76572
H 0.29422 1.90513 0.99104
H -1.24495 2.50824 0.40250
H 0.46253 -2.85389 0.63720
```

Calculated values
charge	0
HOMO-LUMO gap	0.390	Eh
energy relative to the best compared isomer or geometry (same formula, charge and spin)	116.4	kcal/mol
HOMO	-9.9	eV

Mulliken atomic charge list, values in e, 5 entries: O -0.61; O -0.58; N 0.97; N -0.68; C 0.92

***

Molecular formula: C5H12N2O3
Method: DFT, the ωB97M-V functional and the def2-TZVPD basis

```
22
C5H12N2O3 (the ωB97M-V functional and the def2-TZVPD basis)
O 1.09709 0.62286 2.02018
O -1.49290 1.06422 1.81184
O 1.32890 -0.42720 -1.43849
N -1.08794 -0.08550 1.03412
N 0.47834 0.42202 -0.66412
C -1.18133 0.28722 -0.30947
C -1.79524 -0.76124 -1.20340
C 1.10416 -1.58442 1.12747
C 0.65586 -0.14562 1.17769
C 1.03938 1.76770 -0.68534
H 2.15490 -1.61918 0.83239
H -2.87332 -0.78621 -1.02109
H -1.56541 1.29284 -0.49043
H 0.50490 -2.18971 0.44872
H 1.11860 2.09853 -1.72183
H 0.42060 2.44102 -0.09436
H -0.72472 1.20621 2.40151
H 2.03778 1.76066 -0.24751
H -1.61396 -0.52823 -2.25629
H 1.03766 -1.98768 2.13790
H 0.76921 -1.08791 -1.87265
H -1.41258 -1.76036 -0.98684
```

Calculated values
charge	0
HOMO-LUMO gap	0.330	Eh
energy relative to the best compared isomer or geometry (same formula, charge and spin)	145.1	kcal/mol
HOMO	-8.5	eV

Mulliken atomic charge list, values in e, 5 entries: O -0.71; O -0.47; O -0.44; N -0.28; N 0.09

***

Molecular formula: C5H12N2O3
Method: DFT, the ωB97M-V functional and the def2-TZVPD basis

```
22
C5H12N2O3 (the ωB97M-V functional and the def2-TZVPD basis)
O -1.19045 -0.83550 1.30371
O -0.69639 0.80095 -0.55520
O 0.82915 -0.87647 0.01417
N 1.52787 1.35350 -1.35539
N 1.20615 1.76099 0.93843
C -1.28248 -1.71833 -0.93850
C -0.75213 -0.83994 0.16625
C -1.67207 1.68600 -0.00541
C 1.52633 -1.39883 1.13697
C 0.95316 1.20263 -0.14086
H 1.00991 -1.17781 2.07505
H -1.49967 2.68355 -0.40996
H 2.52855 1.48814 -1.30960
H -0.92406 -2.73807 -0.78817
H 1.62780 -2.48206 1.02896
H 2.51962 -0.94655 1.16427
H -2.66744 1.34243 -0.29711
H 0.66780 1.43722 1.73458
H -0.96059 -1.36227 -1.91524
H -2.37308 -1.72866 -0.90720
H -1.60834 1.68912 1.08447
H 1.23040 0.65996 -2.02425
```

Calculated values
charge	0
HOMO-LUMO gap	0.386	Eh
energy relative to the best compared isomer or geometry (same formula, charge and spin)	89.3	kcal/mol
HOMO	-9.7	eV

Mulliken atomic charge list, values in e, 5 entries: O -0.63; O -0.28; O -0.34; N -0.47; N -0.75

***

Molecular formula: C5H12N2O3
Method: DFT, the ωB97M-V functional and the def2-TZVPD basis

```
22
C5H12N2O3 (the ωB97M-V functional and the def2-TZVPD basis)
O -2.13569 1.58701 0.15181
O -0.75710 -0.52440 2.03393
O 1.23519 -0.65356 -1.04702
N -1.36382 0.88523 -1.77692
N 1.27772 2.08117 -0.69063
C 0.51642 -2.38557 1.28077
C 0.28299 1.32190 0.02925
C -1.13193 1.35054 -0.54800
C -0.17714 -1.09658 0.88181
C 0.80358 -0.12658 0.19041
H -0.97349 -1.33391 0.14968
H -1.52176 -0.00603 1.73197
H 0.94826 2.99189 -0.99009
H -0.20832 -3.08978 1.70995
H 1.29323 -2.17779 2.03110
H 0.98715 -2.85666 0.40869
H 1.71291 -0.04204 0.80412
H -2.38719 0.59093 -1.83426
H 1.65341 1.57095 -1.48465
H 0.47724 -0.94544 -1.56467
H -0.70487 1.12084 -2.50823
H 0.17324 1.73788 1.04095
```

Calculated values
charge	0
HOMO-LUMO gap	0.366	Eh
energy relative to the best compared isomer or geometry (same formula, charge and spin)	24.6	kcal/mol
HOMO	-9.5	eV

Mulliken atomic charge list, values in e, 5 entries: O -0.67; O -0.60; O -0.62; N -0.36; N -0.64

***

Molecular formula: C5H12N2O3P
Method: DFT, the ωB97M-V functional and the def2-TZVPD basis

```
23
C5H12N2O3P (the ωB97M-V functional and the def2-TZVPD basis)
P 2.40577 0.47551 0.15402
O 1.99489 0.13709 -1.44147
O 2.68469 -0.85304 0.85036
O 3.50875 1.43867 0.06070
N -0.14865 -3.17981 -0.11250
N -0.88720 -1.06305 -0.12864
C 0.82383 1.23748 0.73320
C -1.49100 1.07233 -1.23872
C -1.09452 0.29556 0.00480
C 0.10132 -1.80515 0.10229
C -2.02731 0.76394 1.23454
H 0.85898 2.33036 0.61473
H 0.73787 -3.64464 -0.09269
H 0.98091 -1.53339 0.57199
H -1.40532 2.20032 -1.19141
H -2.96098 0.40027 0.98774
H -2.47534 0.86764 -1.48897
H -1.93908 1.88405 1.12384
H -0.60676 -3.40840 -0.95317
H -0.81355 0.71491 -2.12273
H 0.56298 0.83752 1.73185
H -1.68706 0.41076 2.23341
H 2.87677 0.42109 -1.63315
```

Calculated values
charge	-1
HOMO-LUMO gap	0.276	Eh
energy relative to the best compared isomer or geometry (same formula, charge and spin)	23.3	kcal/mol
HOMO	-4.0	eV

Mulliken atomic charge list, values in e, 5 entries: P 0.91; O -0.52; O -0.81; O -0.79; N -0.54

***

Molecular formula: C5H12N2O4S
Method: DFT, the ωB97M-V functional and the def2-TZVPD basis

```
24
C5H12N2O4S (the ωB97M-V functional and the def2-TZVPD basis)
S 2.40061 -0.34072 -0.32748
O 3.82459 -0.99457 -0.51822
O 0.64125 2.43205 -2.56652
O 0.02899 1.67914 -0.36647
O 1.39065 -1.54146 -0.48203
N 2.21332 0.81020 -1.62766
N -1.83082 -2.27540 0.21341
C -2.69445 -1.07263 0.64777
C 2.40034 0.39745 1.39466
C 0.94449 1.62666 -1.51657
C -1.15332 0.83591 -0.63170
C -1.77776 0.30638 0.79846
H 2.06085 0.20834 -2.49257
H -1.33907 -2.03760 -0.70033
H 1.29790 0.24002 1.82341
H -1.06152 -2.40338 0.93769
H 3.11174 -0.17826 2.15736
H -3.21561 -1.33198 1.67335
H -0.97043 0.23226 1.65106
H -3.54075 -0.84071 -0.15753
H -0.80881 -0.01656 -1.35609
H -2.53773 1.15433 1.15503
H 2.57661 1.56727 1.42827
H -1.96109 1.54324 -1.13730
```

Calculated values
charge	0
HOMO-LUMO gap	0.341	Eh
energy relative to the best compared isomer or geometry (same formula, charge and spin)	109.7	kcal/mol
HOMO	-9.5	eV

Mulliken atomic charge list, values in e, 5 entries: S 1.04; O -0.63; O -0.53; O -0.26; O -0.57

***

Molecular formula: C5H12N2S
Method: DFT, the ωB97M-V functional and the def2-TZVPD basis

```
20
C5H12N2S (the ωB97M-V functional and the def2-TZVPD basis)
S -2.07141 -0.35292 -0.67259
N 0.80642 -0.49252 -0.03328
N -1.08243 0.93418 -0.32174
C 3.15874 -1.06357 -0.54843
C 1.09323 2.03923 0.25391
C 0.37014 0.72078 0.06673
C 2.19592 -0.68551 0.58056
C -2.52643 -0.83931 0.98925
H -3.21848 -0.01933 1.27072
H 2.11727 1.84832 -0.01580
H 2.10430 -1.46996 1.35450
H -1.62942 -1.16169 1.66408
H 2.36630 -1.47231 -1.45977
H 0.86431 3.00517 -0.45512
H -1.62142 1.82411 0.07437
H 1.13476 2.47443 1.32331
H 3.79957 0.02595 -0.97739
H 3.98196 -1.97076 0.13132
H -3.20281 -1.67336 0.85342
H 2.62866 0.11492 1.43076
```

Calculated values
charge	0
HOMO-LUMO gap	0.338	Eh
energy relative to the best compared isomer or geometry (same formula, charge and spin)	101.0	kcal/mol
HOMO	-8.4	eV

Mulliken atomic charge list, values in e, 5 entries: S -0.08; N -0.51; N -0.35; C -0.72; C -1.11

***

Molecular formula: C5H12N2Si
Method: DFT, the ωB97M-V functional and the def2-TZVPD basis

```
20
C5H12N2Si (the ωB97M-V functional and the def2-TZVPD basis)
Si 0.24890 0.09215 -0.50917
N 0.49619 -1.51263 -0.02028
N -2.84982 -1.85618 1.29705
C -1.77523 -1.64358 1.62457
C 0.19258 1.35217 1.00965
C -1.18474 0.55850 -1.56901
C -0.41569 -1.60658 1.93147
C 1.84624 0.69106 -1.49806
H -2.13134 -0.00226 -1.63910
H -0.76336 1.54838 1.33125
H -0.84557 0.65915 -2.66832
H 0.62145 2.32229 0.83656
H 0.01426 -2.63898 1.81674
H 1.40554 -1.92857 0.17090
H 1.58887 0.46712 -2.59252
H -0.04964 -0.79289 2.53368
H -1.60742 1.51901 -1.26957
H 1.89514 1.80769 -1.27292
H 2.72598 0.14752 -1.31130
H 0.58767 0.81661 1.79838
```

Calculated values
charge	0
HOMO-LUMO gap (alpha / beta)	0.309 / 0.309	Eh
energy relative to the best compared isomer or geometry (same formula, charge and spin)	55.7	kcal/mol
HOMO (alpha / beta)	-9.5 / -9.5	eV

Mulliken atomic charge list, values in e, 5 entries: Si 0.59; N -0.56; N -0.41; C 0.58; C -1.32

***

Molecular formula: C5H12N3S4
Method: DFT, the ωB97M-V functional and the def2-TZVPD basis

```
24
C5H12N3S4 (the ωB97M-V functional and the def2-TZVPD basis)
S -2.95264 -0.35405 0.19788
S 5.13715 -0.85633 -0.38187
S 2.41877 -1.07091 0.41950
S 1.97712 2.66820 -0.22432
N 3.51470 -0.72542 -0.64840
N -0.26498 -0.72389 0.10625
N 1.79360 1.29245 2.14887
C 1.07540 -0.28258 -0.25414
C -0.28129 -1.25617 1.48328
C -1.20162 1.11007 -1.36526
C 1.90135 1.93761 1.13884
C -1.29308 0.38678 -0.03984
H 0.28990 -2.18036 1.53450
H 5.45861 -0.38360 -1.59640
H -1.13302 1.07151 0.79582
H -0.60125 -1.47665 -0.51465
H -1.23578 0.41618 -2.20345
H -2.04552 1.79108 -1.45332
H 2.06999 1.46682 3.09375
H 0.16964 -0.51703 2.14261
H -3.16761 -0.63886 -1.08774
H 1.21001 0.03994 -1.27308
H -1.30616 -1.45544 1.79168
H -0.29543 1.70645 -1.42650
```

Calculated values
charge	+1
HOMO-LUMO gap (alpha / beta)	0.261 / 0.269	Eh
energy relative to the best compared isomer or geometry (same formula, charge and spin)	58.7	kcal/mol
HOMO (alpha / beta)	-11.4 / -11.5	eV

Mulliken atomic charge list, values in e, 5 entries: S -0.09; S -0.03; S 0.19; S -0.29; N -0.19

***

Molecular formula: C5H12N4
Method: DFT, the ωB97M-V functional and the def2-TZVPD basis

```
21
C5H12N4 (the ωB97M-V functional and the def2-TZVPD basis)
N -1.70346 -2.24001 0.11855
N 0.20141 -2.06970 -1.35896
N 0.25380 2.06153 -0.93295
N 0.97913 0.14735 -2.07036
C 0.53316 0.79659 2.14673
C -0.70073 -1.60864 -0.16133
C -0.25335 -0.23213 0.00026
C 0.23233 0.66844 -0.90916
C -0.77921 0.62542 1.32947
H 0.09588 1.46867 2.93942
H 1.14924 1.46277 1.64199
H 1.05055 0.69087 -2.94172
H 1.34018 2.22110 -1.03388
H -0.28994 2.69066 -0.05634
H -1.58452 0.03651 1.72195
H -2.31454 -1.81575 0.80719
H -0.10196 -3.11198 -1.83851
H 0.75790 -0.87263 -2.35032
H 0.99024 -0.21318 2.49476
H -0.98682 1.56682 1.12743
H 1.13071 -2.27273 -0.67421
```

Calculated values
charge	0
HOMO-LUMO gap	0.310	Eh
energy relative to the best compared isomer or geometry (same formula, charge and spin)	108.2	kcal/mol
HOMO	-7.8	eV

Mulliken atomic charge list, values in e, 5 entries: N -0.73; N -0.75; N -0.59; N -0.56; C -0.81